(1)
Formula: C48H52Cl3N6O4V
Source: the OMol25 dataset
Level of theory: wB97M-V/def2-TZVPD

Summary:
Max |F|, eV/A: 0.63
ΔE to the lowest compared entry with this formula, charge and spin, kJ/mol: 0.0
Charge: -1
Frontier orbital gap (alpha / beta), eV: 5.23 / 5.63
Spin multiplicity: 4
Electronic energy, eV: -131013.388

XYZ file:
```
114
C48H52Cl3N6O4V wB97M-V/def2-TZVPD
V -0.0744 0.1620 -0.2340
C -4.9315 0.7920 -4.4552
C -3.4620 0.8959 -4.8622
C -2.5045 0.2474 -3.9066
C -1.8525 -0.9427 -4.0802
C -2.0070 -1.9183 -5.2071
C -1.0335 -1.6623 -6.3604
C -0.9593 -1.0860 -2.9650
C 0.0350 -2.0648 -2.8797
C 1.0980 -2.0580 -1.9994
C 2.2389 -2.9569 -2.0432
C 2.4065 -4.1087 -2.9831
C 1.7661 -5.3943 -2.4544
C 3.1006 -2.5369 -1.0853
C 2.4886 -1.3859 -0.4450
C 3.0777 -0.6380 0.5570
C 2.5672 0.4880 1.1963
N 1.3836 1.0836 0.8936
C 1.1443 1.9936 1.8687
C -0.0085 2.7752 1.9523
C -1.0396 2.7978 1.0295
N -1.1513 1.9525 -0.0382
C -2.1139 2.4866 -0.8523
C -2.5009 1.9684 -2.0717
C -2.0293 0.7940 -2.6630
N -1.0934 -0.0306 -2.1101
C -2.6999 3.6596 -0.2254
C -2.0570 3.8333 0.9564
C -2.3231 4.8490 2.0207
C -3.1015 4.2442 3.1926
C -3.7782 4.5082 -0.8224
C -3.2207 5.5657 -1.7778
C 2.2449 2.0236 2.8074
C 3.1403 1.0924 2.3783
C 4.4031 0.6556 3.0516
C 4.1789 -0.5803 3.9290
C 2.3440 2.9251 3.9966
C 2.8654 4.3168 3.6332
N 1.2635 -1.1440 -1.0020
C 4.4430 -3.1039 -0.7464
C 5.5865 -2.3562 -1.4361
H -5.5806 1.2312 -5.2149
H -5.1145 1.3132 -3.5187
H -5.2215 -0.2498 -4.3171
H -3.1948 1.9498 -4.9852
H -3.3375 0.4342 -5.8453
H -3.0336 -1.8769 -5.5816
H -1.8618 -2.9341 -4.8288
H -1.1796 -0.6631 -6.7733
H -1.1693 -2.3885 -7.1649
H -0.0021 -1.7241 -6.0130
H 0.0239 -2.8398 -3.6361
H 3.4720 -4.2775 -3.1614
H 1.9693 -3.8591 -3.9531
H 2.0961 -5.5978 -1.4360
H 2.0172 -6.2517 -3.0815
H 0.6794 -5.3014 -2.4311
H 4.0422 -0.9866 0.9077
H -0.0687 3.4716 2.7787
H -3.2373 2.5320 -2.6321
H -2.8833 5.6872 1.5989
H -1.3786 5.2613 2.3860
H -4.0677 3.8679 2.8535
H -3.2742 4.9801 3.9792
H -2.5562 3.4035 3.6224
H -4.3399 4.9969 -0.0227
H -4.4934 3.8752 -1.3556
H -2.5404 6.2339 -1.2490
H -4.0186 6.1652 -2.2188
H -2.6570 5.0953 -2.5836
H 4.7866 1.4718 3.6693
H 5.1750 0.4482 2.3038
H 3.4189 -0.3771 4.6829
H 5.1016 -0.8822 4.4289
H 3.8117 -1.4170 3.3362
H 3.0000 2.4708 4.7428
H 1.3633 3.0152 4.4704
H 3.8537 4.2460 3.1773
H 2.9366 4.9583 4.5131
H 2.2051 4.7965 2.9100
H 4.4721 -4.1586 -1.0300
H 4.5890 -3.0750 0.3363
H 5.4803 -2.4117 -2.5203
H 6.5569 -2.7752 -1.1644
H 5.5770 -1.3017 -1.1592
Cl -2.0425 -2.7093 -0.1740
C -1.2538 -4.2821 -0.1508
Cl 0.2514 -4.2678 0.7791
H -1.0083 -4.5464 -1.1754
H -1.9288 -5.0007 0.3020
O -0.5213 -1.0999 5.8986
C -1.8185 -0.9172 5.7791
O -2.5657 -0.9618 6.7318
C -2.3386 -0.6440 4.4044
C -3.6435 -0.3029 4.1159
Cl -4.9319 -0.0020 5.1933
N -3.7386 -0.0693 2.7832
N -2.5472 -0.2551 2.1832
C -1.6971 -0.5820 3.1302
C -0.2826 -0.9282 2.7398
O 0.5218 -1.1346 3.6738
O -0.0086 -1.0184 1.5276
C -4.8567 0.1711 1.9385
C -4.6014 0.7997 0.7283
C -5.6410 1.0274 -0.1531
C -6.9344 0.6342 0.1613
C -7.1749 -0.0017 1.3686
C -6.1407 -0.2438 2.2614
H -0.0507 -1.0962 4.9859
H -3.5903 1.0925 0.4849
H -5.4234 1.5065 -1.0949
H -7.7442 0.8117 -0.5337
H -8.1747 -0.3282 1.6230
H -6.3404 -0.7652 3.1829
```

---

(2)
Formula: C48H53BN2O3
Source: the OMol25 dataset
Level of theory: wB97M-V/def2-TZVPD

Summary:
Max |F|, eV/A: 2.26
SMILES string: C[C@@H](c1ccccc1)[C@H](/C=C/N1[C@H](Cc2ccccc2)C(=O)N(C)[C@H]1/C=C/c1ccccc1)c1ccccc1.CC1(C)OB(c2ccccc2)OC1(C)C
Charge: 0
Frontier orbital gap, eV: 7.98
Spin multiplicity: 1
Electronic energy, eV: -60437.959

XYZ file:
```
107
C48H53BN2O3 wB97M-V/def2-TZVPD
C -1.3728 -1.9594 -0.3508
C -0.5095 -0.9684 0.4828
C 0.6397 -0.6697 -0.4680
C 1.9398 -1.1283 -0.2700
C 2.9503 -0.6199 -1.0923
C 2.6254 0.2359 -2.1492
C 1.2877 0.5029 -2.4580
C 0.2960 -0.0013 -1.6404
C -1.2354 0.2902 0.8993
C -0.2785 1.1936 1.6246
C 0.6426 1.9362 0.9665
N 1.3226 2.9550 1.5634
C 2.5449 3.5280 1.0305
C 3.6187 2.5026 0.6832
C 4.0260 1.6993 1.8961
C 5.1186 2.1009 2.6713
C 5.4758 1.3675 3.7999
C 4.7438 0.2336 4.1676
C 3.6625 -0.1821 3.3851
C 3.3239 0.5456 2.2454
C 2.9844 4.4563 2.1603
O 3.9711 5.1861 2.1581
N 2.0800 4.3066 3.1823
C 2.2517 4.9444 4.4586
C 1.0296 3.3374 2.9461
C -0.3521 3.8921 3.1643
C -0.8159 4.9321 2.4490
C -2.1003 5.5755 2.6534
C -2.4459 6.7037 1.8703
C -3.6486 7.3764 2.0747
C -4.5430 6.9297 3.0622
C -4.2242 5.8015 3.8325
C -3.0183 5.1245 3.6320
C -2.5309 -0.0115 1.6881
C -3.7083 -0.2037 0.9635
C -4.8742 -0.6390 1.6029
C -4.8868 -0.7552 2.9978
C -3.7244 -0.4993 3.7341
C -2.5340 -0.1631 3.0713
H -0.7095 -2.6342 -0.9070
H -2.0315 -2.5600 0.2710
H -1.9845 -1.4244 -1.1003
H -0.1371 -1.4998 1.3694
H 2.1745 -1.8526 0.5287
H 3.9988 -0.8966 -0.9188
H 3.4137 0.6837 -2.7550
H 1.0062 1.0904 -3.3377
H -0.7638 0.1260 -1.9007
H -1.5781 0.8350 -0.0061
H -0.3878 1.3139 2.7033
H 0.8240 1.8351 -0.1118
H 2.2961 4.1470 0.1496
H 3.2500 1.8552 -0.1232
H 4.4756 3.0758 0.2999
H 5.6646 3.0050 2.3859
H 6.3271 1.6926 4.3965
H 5.0199 -0.3305 5.0577
H 3.0789 -1.0649 3.6496
H 2.4981 0.2226 1.6041
H 3.1422 5.5797 4.4156
H 1.3727 5.5516 4.7012
H 2.3713 4.1867 5.2445
H 1.1628 2.4692 3.6167
H -0.9388 3.4006 3.9446
H -0.1909 5.3653 1.6632
H -1.7393 7.0366 1.1052
H -3.8930 8.2505 1.4670
H -5.4814 7.4572 3.2271
H -4.9189 5.4469 4.5958
H -2.7680 4.2467 4.2318
H -3.7097 0.0178 -0.1113
H -5.7615 -0.8402 1.0053
H -5.7995 -1.0671 3.5059
H -3.7332 -0.5471 4.8201
H -1.6150 -0.0042 3.6443
C 2.4085 -3.7728 -5.1217
C 1.0780 -4.3672 -4.7060
C 0.3918 -4.9814 -5.9452
O 0.2490 -3.2891 -4.2429
B -0.6645 -4.0009 -3.4667
C -2.1676 -3.6707 -3.5322
C -2.6201 -2.5591 -4.2630
C -3.9629 -2.4777 -4.6343
C -4.8676 -3.4711 -4.2279
C -4.4401 -4.4799 -3.3499
C -3.1003 -4.5593 -2.9759
O -0.1705 -5.0993 -2.7918
C 1.0948 -5.3516 -3.4377
C 1.1415 -6.8417 -3.7318
C 2.2007 -4.9940 -2.4488
H 3.0431 -4.5604 -5.5464
H 2.2424 -3.0063 -5.8910
H 2.9265 -3.3160 -4.2694
H 1.0412 -5.7266 -6.4267
H -0.5779 -5.4510 -5.7032
H 0.2037 -4.1821 -6.6787
H -1.9065 -1.7991 -4.5830
H -4.3029 -1.6488 -5.2559
H -5.9041 -3.4479 -4.5694
H -5.1501 -5.2103 -2.9625
H -2.7551 -5.3416 -2.2987
H 2.0326 -7.1070 -4.3160
H 1.1994 -7.3741 -2.7732
H 0.2407 -7.1690 -4.2688
H 3.1726 -5.2289 -2.9004
H 2.1732 -3.9320 -2.1554
H 2.0836 -5.6093 -1.5463
```

---

> The lowest charge belongs to which entry?

C48H52Cl3N6O4V

---

> Look up the spin multiplicity of the first one.

4